(1)
119
Properties=species:S:1:pos:R:3 method="wB97M-V/def2-TZVPD" charge=-1 e_tot_ha=-4890.53059 homo_lumo_gap_ev="5.172 / 5.034"
K 0.98 -0.70 -1.38
C -6.77 -5.07 3.79
O -6.28 -5.55 2.56
C -5.22 -4.90 2.00
C -4.81 -5.35 0.75
C -3.76 -4.73 0.11
C -3.07 -3.66 0.69
C -3.49 -3.23 1.95
C -4.56 -3.83 2.60
C -1.96 -2.96 -0.01
C -2.16 -2.52 -1.32
C -3.45 -2.23 -1.91
C -3.19 -1.43 -2.98
C -1.76 -1.32 -3.09
N -1.16 -2.03 -2.12
C -0.97 -0.35 -3.83
C -1.32 1.00 -3.45
C -2.63 1.60 -3.36
C -2.49 2.71 -2.58
C -1.13 2.71 -2.11
C -0.68 3.35 -0.95
C -1.38 4.57 -0.51
C -1.70 5.58 -1.41
C -2.37 6.73 -1.02
C -2.75 6.89 0.31
O -3.41 8.05 0.62
C -3.82 8.22 1.95
C -2.47 5.88 1.23
C -1.80 4.74 0.81
C 0.25 2.75 -0.05
N 0.46 1.42 0.07
C 1.17 1.24 1.22
C 1.27 0.03 1.95
C 1.94 0.14 3.28
C 3.31 0.39 3.38
C 3.92 0.57 4.61
C 3.17 0.50 5.78
O 3.86 0.68 6.95
C 3.10 0.74 8.13
C 1.81 0.26 5.70
C 1.21 0.08 4.45
C 0.61 -1.19 1.66
C 0.57 -2.36 2.52
C -0.36 -3.20 1.99
C -0.84 -2.56 0.79
N -0.21 -1.38 0.60
C 1.55 2.53 1.77
C 0.95 3.47 1.00
N -0.43 1.72 -2.75
C 0.32 -0.65 -4.40
C 0.82 -1.96 -4.49
C 2.04 -2.23 -5.07
C 2.80 -1.20 -5.61
O 4.02 -1.44 -6.20
C 5.00 -1.94 -5.29
C 2.29 0.09 -5.63
C 1.08 0.36 -5.03
H -7.61 -5.70 4.06
H -7.11 -4.03 3.71
H -6.01 -5.13 4.58
H -5.33 -6.18 0.30
H -3.47 -5.07 -0.88
H -2.99 -2.39 2.40
H -4.88 -3.44 3.56
H -4.41 -2.51 -1.51
H -3.91 -1.01 -3.68
H -3.52 1.26 -3.85
H -3.26 3.40 -2.28
H -1.42 5.46 -2.45
H -2.61 7.50 -1.73
H -4.32 9.19 1.99
H -2.98 8.22 2.64
H -4.53 7.44 2.25
H -2.79 5.96 2.26
H -1.62 3.95 1.53
H 3.90 0.46 2.47
H 4.99 0.76 4.68
H 3.81 0.94 8.94
H 2.59 -0.20 8.34
H 2.36 1.55 8.10
H 1.20 0.21 6.59
H 0.14 -0.09 4.40
H 1.18 -2.51 3.40
H -0.67 -4.16 2.36
H 2.14 2.70 2.66
H 0.99 4.54 1.10
H 0.21 -2.77 -4.12
H 2.41 -3.25 -5.10
H 5.23 -1.19 -4.53
H 5.89 -2.15 -5.89
H 4.66 -2.85 -4.79
H 2.88 0.87 -6.08
H 0.69 1.37 -5.04
Cl 3.63 -1.47 0.37
C 5.33 -1.82 0.70
Cl 6.28 -0.34 0.98
H 5.74 -2.33 -0.16
H 5.38 -2.42 1.60
S 3.50 0.49 -2.52
C 3.26 2.08 -2.11
N 2.08 2.69 -2.47
C 1.90 4.01 -2.33
C 2.87 4.79 -1.78
C 4.00 4.11 -1.31
N 4.21 2.83 -1.46
H 1.23 2.10 -2.65
H 0.96 4.40 -2.69
H 2.74 5.86 -1.67
H 4.78 4.64 -0.77
N -0.54 -5.95 -0.14
C 0.29 -5.22 -0.93
N -0.25 -4.65 -2.03
N 1.55 -5.20 -0.64
C 2.42 -4.55 -1.39
N 3.26 -4.00 -1.97
H -1.50 -5.63 -0.04
H -0.11 -6.26 0.72
H -1.25 -4.48 -2.02
H 0.25 -3.84 -2.39

(2)
107
Properties=species:S:1:pos:R:3 method="wB97M-V/def2-TZVPD" multiplicity=2 e_tot_ha=-4874.56316 homo_lumo_gap_ev="6.781 / 7.434"
Co 0.10 0.98 -1.16
C 0.03 -2.21 1.03
Si 0.07 -0.35 0.70
C 1.70 0.17 1.50
C 1.99 0.13 2.87
C 3.28 0.40 3.32
C 4.30 0.66 2.41
C 4.03 0.66 1.05
C 2.73 0.44 0.60
P 2.23 0.40 -1.17
C 3.33 1.59 -2.01
C 3.73 2.77 -1.39
C 4.49 3.70 -2.08
C 4.86 3.46 -3.39
C 4.44 2.30 -4.03
C 3.68 1.37 -3.34
C 2.84 -1.23 -1.74
C 1.90 -2.22 -1.98
C 2.29 -3.50 -2.35
C 3.64 -3.79 -2.50
C 4.59 -2.80 -2.27
C 4.19 -1.53 -1.89
C -1.53 0.36 1.42
C -1.65 1.04 2.63
C -2.88 1.53 3.05
C -4.00 1.37 2.25
C -3.90 0.73 1.03
C -2.67 0.23 0.60
P -2.40 -0.65 -0.99
C -4.11 -1.03 -1.55
C -4.86 -0.25 -2.43
C -6.15 -0.65 -2.79
C -6.69 -1.81 -2.28
C -5.95 -2.59 -1.40
C -4.67 -2.20 -1.05
C -1.87 0.70 -2.11
C -2.47 1.98 -2.13
C -2.17 2.88 -3.13
C -1.28 2.53 -4.16
C -0.67 1.29 -4.16
C -0.95 0.37 -3.13
H -0.12 -2.34 2.11
H 0.97 -2.68 0.76
H -0.78 -2.70 0.51
H 1.22 -0.11 3.59
H 3.49 0.39 4.38
H 5.30 0.85 2.77
H 4.83 0.85 0.35
H 3.42 2.98 -0.37
H 4.79 4.62 -1.58
H 5.46 4.19 -3.93
H 4.72 2.12 -5.06
H 3.36 0.46 -3.84
H 0.84 -1.99 -1.87
H 1.55 -4.26 -2.54
H 3.96 -4.78 -2.79
H 5.65 -3.02 -2.38
H 4.94 -0.76 -1.72
H -0.78 1.19 3.26
H -2.96 2.05 4.00
H -4.96 1.76 2.58
H -4.78 0.61 0.40
H -4.45 0.66 -2.84
H -6.72 -0.04 -3.48
H -7.69 -2.11 -2.56
H -6.37 -3.50 -1.00
H -4.08 -2.82 -0.38
H -3.13 2.27 -1.33
H -2.63 3.86 -3.12
H -1.06 3.24 -4.94
H 0.02 1.02 -4.95
H -0.58 -0.65 -3.21
N 0.11 2.62 -0.30
P 0.19 4.13 -0.11
C -1.46 4.93 -0.08
C -2.42 4.28 0.69
C -3.73 4.74 0.71
C -4.09 5.85 -0.06
C -3.13 6.49 -0.83
C -1.82 6.03 -0.85
C 0.93 4.67 1.48
C 1.84 3.80 2.08
C 2.45 4.14 3.28
C 2.14 5.35 3.89
C 1.22 6.21 3.31
C 0.62 5.87 2.11
C 1.10 5.08 -1.38
C 1.68 6.33 -1.15
C 2.30 7.02 -2.18
C 2.34 6.47 -3.46
C 1.78 5.22 -3.69
C 1.17 4.53 -2.65
H -2.15 3.40 1.25
H -4.47 4.23 1.30
H -5.11 6.21 -0.05
H -3.41 7.34 -1.44
H -1.09 6.52 -1.47
H 2.04 2.84 1.61
H 3.15 3.46 3.74
H 2.61 5.62 4.83
H 0.97 7.14 3.79
H -0.12 6.53 1.67
H 1.65 6.77 -0.16
H 2.74 7.98 -1.99
H 2.82 7.01 -4.26
H 1.83 4.78 -4.68
H 0.75 3.54 -2.81